# 1
Formula: C14H29NO7P2PtSi2
Source: OMol25
Level of theory: wB97M-V/def2-TZVPD

Summary:
frontier orbital gap (spin up / spin down): 0.33525 / 0.23599 hartree
E_tot: -68378.397 eV
energy relative to the best compared isomer or geometry (same formula, charge and spin): 0.3256 eV
LUMO energy (spin up / spin down): -5.327 / -9.258 eV
net charge: +2
multiplicity: 5

Atoms and positions in Å:
Pt: 0.585 0.423 -0.112
C: -2.578 -3.063 1.414
Si: -1.943 -1.342 1.148
C: -1.451 -0.527 2.746
C: -3.161 -0.331 0.165
C: -0.395 -1.343 -0.071
C: -0.552 -1.624 -1.487
C: -1.164 -2.702 -2.118
C: -1.149 -2.733 -3.508
C: -0.537 -1.705 -4.207
C: 0.051 -0.650 -3.505
N: 0.037 -0.625 -2.186
Si: 1.373 -2.263 0.612
C: 1.911 -1.544 2.231
C: 2.621 -2.129 -0.752
C: 0.815 -4.021 0.818
H: -3.490 -2.965 2.012
H: -1.899 -3.703 1.974
H: -2.858 -3.567 0.489
H: -2.321 -0.020 3.166
H: -0.657 0.215 2.644
H: -1.126 -1.264 3.481
H: -4.033 -0.115 0.785
H: -3.508 -0.879 -0.713
H: -2.749 0.620 -0.174
H: -1.622 -3.491 -1.540
H: -1.607 -3.555 -4.040
H: -0.510 -1.705 -5.288
H: 0.531 0.174 -4.015
H: 2.170 -0.486 2.218
H: 2.816 -2.095 2.508
H: 1.175 -1.714 3.015
H: 2.915 -1.113 -1.020
H: 2.285 -2.639 -1.656
H: 3.523 -2.640 -0.402
H: 0.113 -4.148 1.639
H: 1.716 -4.593 1.059
H: 0.390 -4.441 -0.092
C: -1.075 3.723 0.107
C: 0.356 4.155 0.092
O: 0.485 5.468 0.334
P: 1.446 3.527 -1.288
O: 0.783 4.071 -2.591
O: 2.779 4.322 -1.145
O: 1.517 2.046 -1.269
P: 1.413 3.242 1.767
O: 0.480 3.706 2.929
O: 2.664 3.993 1.574
O: 1.230 1.794 1.514
H: -1.571 4.156 -0.767
H: -1.566 4.104 1.002
H: -1.175 2.639 0.067
H: 1.415 5.758 0.304
H: 1.110 4.904 -2.966
H: 3.240 4.176 -0.289
H: 0.752 4.519 3.387

---

# 2
Formula: C11H14Cl2CrN9SeSi
Source: OMol25
Level of theory: wB97M-V/def2-TZVPD

Summary:
frontier orbital gap (spin up / spin down): 0.20659 / 0.21991 hartree
E_tot: -151735.972 eV
energy relative to the best compared isomer or geometry (same formula, charge and spin): 0.3122 eV
LUMO energy (spin up / spin down): 4.584 / 4.582 eV
net charge: -2
multiplicity: 2

Atoms and positions in Å:
Cr: 1.616 -0.403 -0.072
N: 0.926 -1.707 3.028
C: 0.458 -2.392 1.929
N: -0.246 -3.505 2.032
N: -0.511 -3.831 0.746
N: 0.001 -2.976 -0.060
N: 0.641 -2.017 0.665
C: 1.663 -0.556 2.996
N: 2.114 0.029 4.095
N: 2.798 1.099 3.634
N: 2.754 1.156 2.356
N: 2.022 0.101 1.888
H: 0.698 -2.080 3.932
Cl: 5.759 2.823 -0.571
C: 4.500 1.586 -0.246
Cl: 2.883 2.178 -0.627
H: 4.499 1.367 0.815
H: 4.668 0.727 -0.888
Se: 2.927 -1.204 -1.716
C: -0.452 2.628 -0.513
Si: -0.219 0.832 -1.128
C: -0.070 1.008 -3.014
C: -1.962 0.073 -0.896
C: -2.211 -1.226 -1.352
C: -3.458 -1.819 -1.220
C: -4.502 -1.126 -0.619
C: -4.280 0.160 -0.148
C: -3.025 0.745 -0.287
H: -1.331 3.097 -0.971
H: 0.417 3.239 -0.769
H: -0.564 2.671 0.574
H: -0.882 1.614 -3.432
H: -0.085 0.020 -3.477
H: 0.890 1.462 -3.268
H: -1.397 -1.801 -1.781
H: -3.607 -2.837 -1.563
H: -5.474 -1.591 -0.504
H: -5.082 0.707 0.336
H: -2.874 1.749 0.096

---

# 3
Formula: C23H34IrNO2P2
Source: OMol25
Level of theory: wB97M-V/def2-TZVPD

Summary:
frontier orbital gap (spin up / spin down): 0.13393 / 0.21357 hartree
E_tot: -51397.963 eV
energy relative to the best compared isomer or geometry (same formula, charge and spin): 0.0000 eV
LUMO energy (spin up / spin down): 0.338 / -2.073 eV
multiplicity: 5

Atoms and positions in Å:
C: -1.213 -0.318 -3.930
C: -0.498 0.050 -2.768
N: -1.061 -0.217 -1.539
C: -2.239 -0.848 -1.420
C: -2.959 -1.215 -2.555
C: -2.440 -0.951 -3.821
C: 0.740 0.764 -2.817
P: 1.714 0.820 -1.305
Ir: 0.093 0.230 0.215
P: -1.906 -0.230 1.278
C: -2.755 -1.195 -0.043
C: 1.199 0.857 1.829
C: 2.342 0.172 2.250
C: 2.964 0.529 3.449
C: 2.514 1.633 4.177
C: 1.437 2.379 3.697
C: 0.776 1.997 2.527
O: -0.750 3.228 -2.958
O: -2.346 2.814 -1.045
H: -0.750 -0.095 -4.889
H: -3.919 -1.703 -2.407
H: -2.993 -1.249 -4.711
C: 3.176 -0.262 -1.276
C: 2.344 2.514 -1.226
H: -3.832 -0.987 0.023
H: -2.599 -2.265 0.168
H: -0.141 2.446 -3.150
H: 1.244 0.810 -3.786
C: -1.901 -1.184 2.794
C: -2.968 1.203 1.528
H: 2.730 -0.657 1.655
H: 3.803 -0.067 3.811
H: 3.002 1.909 5.110
H: 1.105 3.271 4.230
H: -0.067 2.576 2.145
H: -0.282 1.960 -0.334
H: -2.753 3.651 -0.777
H: -1.770 2.991 -1.875
H: -1.041 3.599 -3.794
H: -0.839 1.579 0.435
H: 3.816 -0.047 -2.144
H: 3.742 -0.078 -0.350
H: 2.871 -1.316 -1.295
H: 3.127 2.644 -1.989
H: 1.524 3.219 -1.421
H: 2.769 2.703 -0.232
H: -3.972 0.843 1.800
H: -2.553 1.807 2.349
H: -2.999 1.808 0.600
H: -2.938 -1.341 3.128
H: -1.407 -2.153 2.638
H: -1.346 -0.614 3.554
C: 1.108 -4.617 0.473
C: 1.101 -3.838 1.631
C: 0.865 -2.462 1.553
C: 0.642 -1.861 0.322
C: 0.703 -2.622 -0.842
C: 0.902 -4.008 -0.767
H: 1.282 -5.694 0.533
H: 1.281 -4.297 2.606
H: 0.853 -1.862 2.464
H: 0.573 -2.160 -1.819
H: 0.894 -4.596 -1.684

---

# 4
Formula: C5H10N2S2
Source: OMol25
Level of theory: wB97M-V/def2-TZVPD

Summary:
frontier orbital gap (spin up / spin down): 0.30348 / 0.30341 hartree
E_tot: -29993.640 eV
energy relative to the best compared isomer or geometry (same formula, charge and spin): 4.1610 eV
LUMO energy (spin up / spin down): -0.335 / -0.336 eV
multiplicity: 1

Atoms and positions in Å:
C: -1.316 -0.147 0.018
C: -0.333 -0.612 0.917
C: 0.997 -0.265 0.218
C: -2.751 -0.496 0.348
C: 1.800 1.442 -1.148
N: -0.969 0.577 -0.938
N: 0.897 0.917 -0.279
S: 1.611 -1.742 -0.824
S: 2.229 -0.304 1.678
H: -0.550 -0.186 1.876
H: -0.404 -1.768 0.867
H: -3.219 -1.117 -0.463
H: -3.376 0.413 0.265
H: -2.946 -1.030 1.305
H: 2.117 2.397 -0.696
H: 2.474 0.746 -1.578
H: 1.335 1.921 -2.079
H: 0.598 -1.594 -1.694
H: 1.807 0.848 2.208